Computed, not measured: C10H18N5O4Ru as an isolated structure at a distorted geometry, with wB97M-V/def2-TZVPD.

The gap between HOMO and LUMO (spin up / spin down) is 5.830 / 6.213 eV. For the relative energy (zero: lowest compared OMol25 entry of this formula, charge and spin), the calculation gives 276.5 kJ/mol. Its total energy is -28868.23211 eV. Its HOMO energy (spin up / spin down) is -15.819 / -15.825 eV.

Structure (ORCA input):
```
! RIJCOSX wB97M-V def2-TZVPD def2/J DEFGRID3
* xyz 2 2
Ru -0.6071 0.3831 0.2438
N -1.8819 -0.8616 1.8752
C -3.0536 -1.4926 1.2486
C -2.9426 -1.3287 -0.2725
N -2.8086 0.0878 -0.5921
C -2.5267 0.4182 -1.9843
C -2.2411 1.9211 -2.0965
N -1.1393 2.2589 -1.1823
H -1.2643 -1.5563 2.2973
H -2.1476 -0.2052 2.6129
H -3.9743 -1.0273 1.6076
H -3.1097 -2.5591 1.4829
H -3.8054 -1.7898 -0.7744
H -2.0220 -1.8366 -0.6205
H -3.6219 0.6090 -0.2580
H -3.3483 0.1303 -2.6560
H -1.6183 -0.1415 -2.2814
H -3.1369 2.4911 -1.8404
H -1.9880 2.1531 -3.1347
H -1.3745 3.0440 -0.5708
H -0.2948 2.5176 -1.6944
C 1.8890 -1.9868 -1.5686
C 2.3546 -1.0659 -0.5160
N 1.5299 -0.2414 0.1251
C 2.2811 0.4676 1.0308
C 3.5908 0.0534 0.9260
N 3.6008 -0.9086 -0.0531
C 4.8914 0.4170 1.6126
O 4.8708 1.3194 2.5280
O 5.8585 -0.1906 1.2277
C 1.6200 1.4970 1.9207
O 2.3299 2.0989 2.7070
O 0.3729 1.6250 1.7489
H 0.8082 -1.8449 -1.6856
H 2.0865 -3.0257 -1.3032
H 2.3814 -1.7843 -2.5199
H 4.4458 -1.3938 -0.3432
H 3.9956 1.7480 2.7528
*
```

Löwdin population analysis, charges in e, atoms 1 to 5:
1. Ru 1.40
2. N 0.00
3. C -0.19
4. C -0.20
5. N -0.13

---

Computed, not measured: one molecule with the formula C3H4OS2 at a distorted geometry, with wB97M-V/def2-TZVPD.

The gap between HOMO and LUMO is 8.691 eV. For the relative energy (zero: lowest compared OMol25 entry of this formula, charge and spin), the calculation gives 250.4 kJ/mol. Its total energy is -26891.29332 eV. Its HOMO energy is -8.986 eV.

Structure (ORCA input):
```
! RIJCOSX wB97M-V def2-TZVPD def2/J DEFGRID3
* xyz 0 1
C 1.2091 -1.6005 -0.9748
C 0.9887 -0.5867 -0.1309
C -0.2195 0.2603 -0.1061
O -0.3980 -3.5971 -2.0705
S 2.4836 -2.8061 -1.2700
S 0.6189 -2.5543 -2.3432
H 1.6979 -0.2704 0.5033
H -1.0005 -0.1786 -0.6306
H -0.0245 1.2651 -0.6446
H -0.7023 0.6623 0.8790
*
```

Löwdin population analysis, charges in e, atoms 1 to 5:
1. C -0.84
2. C -0.20
3. C -0.11
4. O -0.55
5. S 0.63